[1]
98
Properties=species:S:1:pos:R:3:forces:R:3:mulliken_charge:R:1 method="wB97M-V/def2-TZVPD" de_lowest_kcal_mol=8.5 charge=-1 mol_weight_g_mol=917.15
C 0.941013 0.822911 4.317119 0.018 -0.006 0.054 -1.929
C 2.512924 2.397090 -3.861448 0.115 0.169 0.082 -0.373
C -4.167129 -0.153192 4.671819 0.033 0.024 -0.004 -0.642
H 2.943132 2.178747 3.045031 -0.072 0.001 -0.030 0.517
S 4.520548 0.042659 -1.370890 0.051 -0.011 0.014 -0.276
H 4.088717 -3.819849 1.603933 0.006 0.018 0.059 0.422
H 4.045904 0.841690 -4.024047 -0.089 0.043 0.010 0.263
C -3.913335 -0.502169 3.353540 0.046 0.033 -0.031 -0.756
C -5.236853 2.853401 -3.162141 0.011 -0.178 0.102 -0.513
H 0.535896 -4.571563 -2.257129 0.032 0.004 -0.016 0.307
N 2.473738 -3.293978 -7.447543 0.015 0.072 0.058 -0.385
C -3.354999 0.780933 5.304798 0.006 -0.002 -0.030 -0.736
C -4.780584 1.703268 -2.533961 0.149 0.104 -0.058 -0.469
H -1.204180 4.659182 3.294729 -0.006 0.001 -0.023 0.292
H -4.642785 4.655237 -4.189370 0.011 -0.022 0.012 0.330
C -0.599727 -5.074660 1.742394 0.093 -0.082 -0.019 -0.918
H -0.087551 3.334916 -0.099110 -0.017 0.028 0.038 0.257
H 2.811906 2.884946 -4.788590 0.008 0.047 0.024 0.341
C -4.316829 3.746472 -3.693282 0.172 0.029 -0.022 -0.530
C 2.594783 -4.436519 0.155409 0.056 0.023 -0.049 0.161
C 1.452496 -4.493728 -4.198334 -0.149 -0.195 0.183 -0.746
H 4.104227 -2.907780 0.107258 -0.026 -0.002 -0.012 0.245
H 1.699074 -3.977800 -0.252196 -0.026 0.005 -0.017 -0.510
H 0.201312 0.839853 5.119535 0.073 -0.023 -0.053 0.340
H -5.493531 1.003437 -2.115098 0.017 -0.020 0.012 0.318
H 1.201000 -5.508949 -4.475679 -0.001 0.027 0.020 0.465
H -6.302879 3.044406 -3.231793 0.017 0.000 0.001 0.328
H -2.693414 3.699989 3.338859 0.036 0.038 -0.043 0.311
H -1.686584 2.102016 5.124282 -0.015 -0.006 0.009 0.244
H -2.664008 -0.202288 1.637916 -0.013 0.008 0.012 0.573
H 2.259592 -0.947821 -3.104053 0.115 -0.114 -0.004 -0.111
S 2.564614 -1.950708 1.522406 -0.044 0.109 0.121 0.204
S -0.637840 -3.366614 1.132196 -0.076 0.003 -0.004 0.015
O 2.763596 -5.380536 -6.624147 0.046 -0.106 0.028 -0.614
S 2.652106 2.397209 -1.232850 0.038 0.087 0.121 0.221
C -3.412695 1.384929 -2.401971 -0.154 0.144 -0.038 -0.131
C 2.127901 -3.678263 -5.087746 0.056 -0.061 -0.084 0.781
P -0.664278 1.658923 2.238683 -0.049 0.142 -0.154 0.392
C 0.803188 2.021909 3.370808 0.020 -0.076 0.024 2.113
H -0.184035 -1.407891 2.310525 0.002 -0.022 -0.020 -0.851
N 3.574044 1.489395 -3.410925 -0.035 -0.047 0.107 -0.158
C -2.623458 2.827084 0.727412 -0.029 -0.015 0.002 -2.121
S -0.712720 2.112771 -2.884017 -0.222 0.120 -0.121 -0.196
H 1.989000 -2.422349 -7.322465 0.009 -0.003 -0.025 0.213
Cs 0.000685 -0.287726 -0.920682 0.635 -0.324 0.354 0.638
H -3.443450 2.424852 1.327917 0.028 0.022 -0.005 0.330
H 1.940684 0.830265 4.765628 -0.034 0.003 -0.003 0.588
H 0.862377 4.193745 3.545148 -0.002 -0.024 0.022 0.382
C -1.441513 3.260808 1.610106 0.012 -0.015 0.015 2.495
C 3.445472 -3.372616 0.844828 0.017 -0.081 -0.087 -0.894
C 3.662249 1.261074 -2.088814 -0.174 0.064 -0.252 -0.183
S -3.007450 -0.107009 -1.551146 -0.447 0.045 -0.177 -0.324
H -0.899885 4.851059 0.262743 0.016 -0.033 0.015 0.559
H 1.756494 -2.143203 3.760389 0.018 0.010 -0.011 0.647
H 0.448941 4.337971 1.287150 -0.056 -0.031 -0.039 0.270
H -0.313538 -5.060268 2.795103 -0.007 0.007 -0.008 0.336
C -2.008941 1.002442 3.302663 -0.074 -0.054 -0.054 0.650
H -2.366010 2.069610 -0.018222 0.066 0.069 0.029 0.216
C 2.436854 -2.393105 -4.693849 0.100 0.398 0.065 -0.806
C -2.472720 2.304123 -2.951062 -0.128 0.085 -0.028 -0.096
C -2.293889 1.359979 4.621742 -0.027 -0.031 -0.006 -0.199
H 3.022111 4.220889 -2.756047 0.017 -0.028 0.005 0.466
C 1.511345 -2.652167 2.825662 -0.056 -0.026 0.026 -1.050
C 2.487114 -4.213962 -6.440437 -0.093 0.017 -0.156 0.156
C 0.024782 -2.457383 2.541072 0.053 0.049 0.065 0.326
C -2.963016 3.462057 -3.582316 -0.093 -0.143 0.084 -0.675
C -2.838643 0.064671 2.677901 -0.006 0.005 0.062 -0.894
C 2.319715 3.387416 -2.721283 0.130 0.014 0.019 -0.677
H 3.162232 -4.881641 -0.663821 -0.004 0.004 0.011 0.588
H 1.283879 3.730143 -2.690758 0.023 -0.038 -0.003 0.254
H 0.826902 -0.119877 3.776527 0.011 0.061 0.034 0.186
C 2.055249 -1.965197 -3.426794 0.004 0.201 -0.281 0.187
C -1.983672 4.209622 2.681336 -0.028 0.000 0.012 -1.777
H 2.980823 -1.726040 -5.351151 -0.008 0.022 0.044 0.479
H -3.555655 1.067518 6.330542 0.006 0.001 -0.011 0.428
H -0.567461 -2.694420 3.428507 -0.012 -0.027 0.000 0.498
H 0.148274 -5.909786 -0.113859 0.028 0.017 0.003 0.137
C 1.098147 -3.971376 -2.965848 -0.014 -0.111 -0.046 -0.200
H 1.982112 2.810040 1.700553 0.015 0.020 -0.004 0.271
C 0.822481 3.313434 4.188316 0.037 0.015 0.009 -1.949
H 1.753946 -3.706551 2.957144 -0.007 0.043 -0.043 0.447
H -2.233463 4.150409 -3.992024 0.013 0.003 -0.004 0.288
H 1.556177 1.893297 -4.008620 0.011 -0.280 -0.128 0.225
H 2.149181 1.070672 1.918190 -0.046 0.041 0.047 0.328
S 2.104166 -5.787500 1.279315 0.016 0.004 0.008 -0.207
C 0.336347 -5.992164 0.958091 -0.081 -0.006 0.017 -0.457
H -5.000069 -0.598491 5.202919 0.015 0.009 -0.001 0.364
H -1.615365 -5.471832 1.684487 -0.007 0.025 -0.023 0.511
H 0.129613 -7.029936 1.229399 -0.005 -0.004 0.015 0.448
H 1.724205 3.322864 4.813365 -0.047 0.003 -0.024 0.498
H -2.524165 5.023137 2.183878 0.020 -0.040 0.018 0.525
H -4.548464 -1.212780 2.838636 0.015 0.016 0.011 0.499
H -3.000992 3.703920 0.190490 0.018 -0.047 0.002 0.659
C -0.418467 3.980930 0.721499 0.008 -0.018 0.041 -1.782
C 2.035330 2.020414 2.449411 0.033 -0.011 -0.006 -1.851
H 2.592102 -3.639275 -8.384731 -0.002 -0.027 0.008 0.232
N 1.395796 -2.733296 -2.576249 -0.138 -0.156 0.123 0.015
H -0.040256 3.413528 4.847190 0.005 -0.007 -0.005 0.207

[2]
123
Properties=species:S:1:pos:R:3:forces:R:3:mulliken_charge:R:1 method="wB97M-V/def2-TZVPD" charge=0 mol_weight_g_mol=1136.78
C 1.947111 -1.472964 1.979470 -0.018 -0.145 -0.054 0.818
H -0.266127 1.075791 0.237690 -0.093 0.129 0.013 0.361
O 2.191001 -7.103986 4.718543 0.000 0.032 -0.019 -0.550
C -7.225024 2.207156 -2.300344 0.061 0.008 0.054 -0.338
F 4.319125 7.082838 2.202489 -0.119 -0.025 -0.028 -0.307
H -7.045076 -2.874792 -6.244150 0.065 -0.074 -0.015 0.297
C -4.261481 -2.828115 -4.816726 0.143 -0.142 0.151 0.668
C -5.969391 1.554601 -2.845454 -0.010 0.038 0.010 0.074
F 2.255417 7.910541 2.378767 0.145 -0.150 -0.068 -0.335
C 3.596938 -4.459802 3.088652 0.059 0.040 -0.108 0.418
C 2.515939 -0.167856 3.740706 -0.101 0.128 0.039 -0.259
C 1.016618 -2.465689 9.523924 -0.071 -0.018 0.004 -0.301
O -3.386439 -3.317920 -4.169896 0.014 0.094 -0.086 -0.533
H 7.591860 1.770989 -0.061027 0.005 0.011 0.000 0.248
C -0.086564 -8.740012 3.106026 0.054 -0.006 0.031 -0.133
H 1.836342 -9.775571 2.897014 -0.032 -0.058 -0.008 0.302
H 0.428688 -1.601464 9.835520 -0.009 -0.007 0.005 0.250
O 5.744261 0.870045 -0.162865 0.030 -0.047 0.022 -0.331
C 3.174429 -5.371496 1.951834 0.001 0.092 0.027 -0.295
F 3.633541 5.557177 0.738366 0.071 0.161 -0.072 -0.297
H 0.867582 -2.774058 -6.544743 -0.058 0.019 -0.012 0.315
H -5.395377 2.237952 -3.474224 -0.019 -0.032 -0.052 0.143
H 3.108073 -0.295910 4.640341 0.033 -0.135 -0.045 0.320
O -1.201913 -8.953582 2.230947 -0.043 0.014 0.025 -0.359
H 0.481197 1.470968 -2.206788 0.056 0.064 0.197 0.481
C -1.140027 4.626567 -4.251101 -0.078 -0.094 -0.113 -1.759
C 6.626435 1.817078 0.445281 0.046 0.054 0.017 -0.309
O 0.407598 -10.287811 1.486357 0.072 -0.038 -0.028 -0.366
H 0.389497 0.158312 4.142274 -0.038 0.003 -0.120 0.350
C -7.780413 0.867308 -4.029520 0.113 -0.102 -0.069 0.607
C 1.910109 -2.032761 7.494988 0.038 -0.105 -0.098 0.632
H 0.991266 -1.453642 4.608111 0.023 -0.023 -0.021 0.089
H 3.304191 -3.426302 2.948565 -0.033 -0.022 0.078 -0.475
O 0.744352 -2.667827 7.255389 -0.041 0.005 -0.033 -0.277
O 2.890993 -5.024883 4.205443 0.025 0.032 0.070 -0.314
H 2.571608 0.864260 3.391018 0.005 -0.011 -0.046 0.250
O 5.167504 2.847185 -0.994040 -0.040 0.040 -0.022 -0.319
C -1.278952 5.784523 1.065104 -0.009 0.047 -0.178 -0.929
O 0.129032 2.856080 1.817158 -0.458 0.022 -0.121 -0.574
H 6.567525 3.975714 0.028674 -0.018 -0.010 -0.084 0.345
C -5.313734 -1.519191 -6.328920 -0.083 0.005 -0.049 -0.357
C -0.473258 3.356044 -3.691650 0.112 0.175 0.041 1.864
S 2.924809 6.727852 1.552165 -0.284 0.063 0.397 1.433
O 2.171772 -1.997512 8.814771 0.029 0.036 0.034 -0.351
H 1.289690 3.932422 -4.785473 0.038 -0.211 0.078 0.479
H -0.774184 -3.262357 8.524977 0.001 0.052 -0.042 0.283
H 1.510162 2.428914 -3.891224 -0.097 -0.085 -0.079 0.345
O 4.275623 0.968566 -1.866473 0.005 0.070 0.021 -0.548
H -1.195890 2.538371 -3.787477 0.169 0.088 0.160 -0.335
O -5.493755 -3.348646 -4.954276 -0.091 -0.067 0.002 -0.374
C 1.066244 -9.303046 2.295399 -0.032 0.051 0.043 -0.107
H 1.333327 -3.029678 10.395997 0.061 -0.013 -0.032 0.288
H -5.312059 1.119608 -2.100254 -0.021 -0.041 0.038 0.112
C -0.876773 3.293870 1.312041 0.293 -0.381 0.187 0.576
H 5.197688 3.373556 0.993410 0.024 0.001 0.019 0.110
O 0.788734 -1.138780 2.575180 -0.064 0.040 -0.025 -0.414
H 1.248979 2.385189 -0.927895 -0.179 0.057 -0.019 0.172
H 4.666734 -4.509496 3.295690 0.002 -0.037 -0.011 0.250
H 1.928124 -1.425545 -6.053376 0.000 -0.026 -0.009 0.270
H -2.111671 6.495213 1.090267 0.160 -0.128 0.116 0.451
H -5.091215 -1.894011 -7.329449 0.002 0.003 -0.003 0.288
F -0.272709 7.876803 1.539160 -0.154 -0.003 -0.050 -0.333
O -1.458786 2.771911 0.215384 0.151 0.325 0.030 -0.343
O -8.432305 0.284877 -4.840724 0.011 0.057 0.021 -0.536
H -0.254540 -9.296358 4.029086 0.019 0.003 0.009 0.224
C 0.949448 -1.889310 -5.920354 0.120 -0.024 0.034 -0.420
H 6.751262 1.570306 1.495694 -0.053 -0.029 0.004 0.283
C 5.905504 3.131492 0.199234 -0.024 -0.037 0.080 -0.163
O -0.011845 -0.898993 -4.090043 -0.016 -0.039 0.026 -0.004
H -1.753794 5.130490 -3.494898 0.053 -0.111 -0.078 0.376
F 2.649679 5.719624 2.755365 0.184 0.102 -0.140 -0.297
O -1.221579 0.632129 -5.194773 -0.054 -0.166 -0.134 -0.470
O 3.001356 -1.032181 2.697867 0.067 0.073 -0.002 -0.438
O 2.037720 -2.107156 0.972684 0.007 0.030 0.061 -0.636
H 2.258401 -5.032441 1.467666 0.005 0.025 0.009 0.285
C 0.621944 -2.133238 -4.456612 -0.012 -0.020 -0.047 -0.397
O 2.906800 -6.602444 2.648115 -0.011 -0.010 -0.095 -0.285
C 2.625910 -6.315068 3.936977 -0.051 -0.053 0.000 0.646
C -1.652351 4.493977 1.811884 -0.070 -0.120 0.104 -0.860
H -1.462136 4.586318 2.881833 -0.035 0.043 -0.133 0.485
O -8.182148 1.953136 -3.342616 -0.063 0.010 0.058 -0.371
C 0.792441 2.998708 -4.487457 -0.080 0.228 -0.280 -1.652
H -0.095254 -2.940330 -4.321468 -0.056 -0.057 0.026 0.265
H 0.569652 2.437497 -5.400403 -0.005 0.111 0.150 0.354
H 3.945307 -5.535577 1.205277 0.022 -0.069 0.041 0.340
H -7.577877 1.734167 -1.383214 0.006 -0.013 0.000 0.271
H 1.519218 -8.557152 1.644053 0.001 0.012 -0.002 0.158
C 1.082978 -0.639017 3.890496 0.006 0.098 0.158 -0.078
C -0.900025 -9.960757 1.380220 -0.043 -0.019 -0.017 0.605
C -0.757440 1.735338 -0.485941 0.181 -0.157 -0.080 0.236
H -7.136821 3.279002 -2.150693 -0.026 0.013 -0.056 0.307
H -1.799803 4.391085 -5.094422 0.181 0.019 0.071 0.405
O -1.673686 -10.484144 0.645721 0.042 0.023 0.033 -0.523
H -2.719854 4.305271 1.664146 0.187 0.004 -0.047 0.341
H 1.493835 -2.290679 -3.827908 -0.012 0.068 0.008 0.332
C -0.067750 6.538957 1.626094 0.449 0.151 0.062 1.246
F 1.111482 6.808701 -0.373923 -0.020 0.214 -0.554 -0.318
C -0.505420 -0.320796 -5.207146 -0.077 0.235 0.275 0.499
C 1.237215 6.231002 0.810972 -0.256 0.202 0.496 0.151
C 4.990453 1.508057 -1.085903 -0.060 -0.038 -0.061 0.689
H -1.681475 -0.589283 -0.970157 0.112 -0.007 -0.104 0.032
C 0.303076 2.266811 -1.466453 -0.044 -0.065 -0.109 -0.784
O 2.609646 -1.574674 6.646274 -0.020 0.085 0.056 -0.481
C -0.081452 3.559436 -2.217735 -0.016 -0.017 -0.042 -0.582
C 0.309497 -3.298394 8.467441 0.021 -0.030 0.057 -0.321
O -0.053526 -0.940523 -6.308242 -0.014 -0.062 -0.096 -0.366
F 0.136956 6.250670 2.931296 -0.151 0.004 -0.018 -0.294
O -4.146248 -1.681240 -5.513055 0.093 0.110 -0.072 -0.236
F 3.238855 7.740522 0.378140 0.006 -0.091 0.016 -0.308
H -0.897829 4.074501 -1.701360 0.094 -0.078 0.033 0.016
H 0.646076 -4.335476 8.456199 0.000 -0.001 0.012 0.268
H 0.005815 -7.683900 3.333838 -0.034 0.013 -0.061 0.186
H -5.581705 -0.468030 -6.377279 0.028 0.009 0.084 0.257
H -0.393574 5.344064 -4.610569 -0.082 -0.048 0.131 0.327
H -6.860201 -1.805928 -4.833493 -0.009 -0.027 -0.048 0.060
H -1.776497 0.802912 -2.680201 0.079 -0.041 -0.024 -0.082
O -3.476290 1.050045 -0.949496 0.369 -0.016 -0.039 -0.747
F 1.288941 4.920474 0.644391 0.140 -0.647 -0.218 -0.052
H -1.095436 5.557618 0.009358 -0.069 0.133 0.109 0.164
P -2.067559 0.719700 -1.311980 -0.630 0.046 0.154 0.547
C -6.331001 -2.374175 -5.597428 -0.089 0.149 0.085 -0.056
H 0.783717 4.233729 -2.202826 -0.133 0.036 0.067 0.266
O -6.525070 0.517942 -3.677301 0.019 0.020 -0.066 -0.233

Calculated total energy in eV, matching the order above: -129311.8630, -136970.2139
HOMO in eV, matching the order above: -2.8994, -10.2757